1.
{
  "formula": "C2HClFN3",
  "method": "ωB97M-V/def2-TZVPD",
  "symbols": ["C", "C", "N", "N", "N", "F", "Cl", "H"],
  "xyz": [[-1.24, 1.24, 0.06], [1.95, 1.03, 0.06], [-0.30, 0.23, 0.42], [-0.35, 2.22, -0.02], [0.65, 1.22, 0.15], [2.58, 2.23, -0.09], [-2.91, 1.15, -0.04], [-0.11, -0.75, -0.01]],
  "mulliken_charge": [0.5037, -0.0968, -0.5191, -0.6048, 0.6651, -0.1571, -0.1014, 0.3104],
  "energy_ha": -800.962741,
  "homo_lumo_gap_ev": 10.21,
  "relative_energy_kcal_mol": 79.2,
  "total_charge": 0
}

***

2.
{
  "formula": "C2HClFO2",
  "method": "ωB97M-V/def2-TZVPD",
  "symbols": ["C", "C", "O", "O", "F", "Cl", "H"],
  "xyz": [[0.72, 2.10, 1.21], [-0.71, -1.32, -1.31], [1.27, 2.25, 0.20], [0.17, 2.10, 2.19], [-1.70, -2.40, -0.78], [0.16, -0.82, 0.23], [0.10, -1.91, -1.74]],
  "mulliken_charge": [0.6900, -0.2950, -0.3747, -0.3355, -0.3371, -0.3008, -0.0468],
  "energy_ha": -787.349661,
  "homo_lumo_gap_ev": 5.70,
  "relative_energy_kcal_mol": 41.2,
  "total_charge": -1
}

***

3.
{
  "formula": "C2HClN2O",
  "method": "ωB97M-V/def2-TZVPD",
  "symbols": ["C", "C", "N", "N", "O", "Cl", "H"],
  "xyz": [[-0.92, -0.09, -0.08], [1.68, -0.14, 0.02], [0.27, -0.19, 0.00], [-2.14, -0.30, 0.09], [2.39, -1.09, -0.15], [-3.39, 0.85, -0.10], [2.11, 0.96, 0.21]],
  "mulliken_charge": [0.4563, 0.1692, -0.0999, -0.3251, -0.4138, -0.0289, 0.2422],
  "energy_ha": -721.661958,
  "homo_lumo_gap_ev": 9.58,
  "relative_energy_kcal_mol": 57.5,
  "total_charge": 0,
  "smiles": "O=CN=C=NCl"
}

***

4.
{
  "formula": "C2HClN2OS",
  "method": "ωB97M-V/def2-TZVPD",
  "symbols": ["C", "C", "H", "N", "N", "O", "S", "Cl"],
  "xyz": [[-0.62, -0.11, 0.06], [1.44, -0.10, 0.02], [-2.82, 0.41, -0.07], [-0.26, 1.13, 0.00], [1.10, 1.11, -0.02], [0.38, -0.96, 0.07], [-2.21, -0.77, -0.04], [2.99, -0.71, -0.03]],
  "mulliken_charge": [0.6175, 0.5233, 0.1684, -0.3431, -0.3046, -0.2761, -0.2457, -0.1396],
  "energy_ha": -1119.907194,
  "homo_lumo_gap_ev": 9.99,
  "relative_energy_kcal_mol": 6.4,
  "total_charge": 0,
  "smiles": "Sc1nnc(Cl)o1"
}

***

5.
{
  "formula": "C2HClO2S",
  "method": "ωB97M-V/def2-TZVPD",
  "symbols": ["C", "C", "O", "O", "S", "Cl", "H"],
  "xyz": [[0.16, -0.97, 0.36], [-1.41, -0.91, 0.25], [0.73, -1.35, -0.63], [-1.91, -1.99, 0.40], [-2.20, 0.61, 0.04], [-4.15, 0.08, -0.21], [0.63, -0.86, 1.31]],
  "mulliken_charge": [-0.0778, 0.6171, -0.3786, -0.4195, 0.0108, -0.1054, 0.3534],
  "energy_ha": -1085.629806,
  "homo_lumo_gap_ev": 9.15,
  "relative_energy_kcal_mol": 5.4,
  "total_charge": 0,
  "smiles": "O=CC(=O)SCl"
}

***

6.
{
  "formula": "C2HClO2S",
  "method": "ωB97M-V/def2-TZVPD",
  "symbols": ["C", "C", "O", "O", "S", "Cl", "H"],
  "xyz": [[-0.11, -0.08, 0.35], [-1.29, -0.49, 0.72], [-2.10, -0.84, 1.50], [2.33, 0.60, -0.50], [0.98, 1.13, 0.31], [-1.76, -0.33, -1.25], [1.94, 0.01, -1.14]],
  "mulliken_charge": [-0.1907, 0.7026, -0.3565, -0.4014, 0.1800, -0.2807, 0.3468],
  "energy_ha": -1085.483059,
  "spin_multiplicity": 3,
  "homo_lumo_gap_ev": [7.72, 6.64],
  "relative_energy_kcal_mol": 39.6,
  "total_charge": 0
}

***

7.
{
  "formula": "C2HClO3",
  "method": "ωB97M-V/def2-TZVPD",
  "symbols": ["C", "C", "O", "O", "O", "Cl", "H"],
  "xyz": [[1.77, 0.25, 0.12], [-1.30, -0.37, -0.16], [2.61, 0.67, 0.75], [0.89, -0.20, -0.45], [-1.48, -0.91, -1.18], [-1.21, 1.42, 0.05], [-1.27, -0.86, 0.86]],
  "mulliken_charge": [0.7073, 0.2308, -0.3246, -0.3784, -0.3335, -0.1950, 0.2933],
  "energy_ha": -762.733869,
  "homo_lumo_gap_ev": 11.56,
  "relative_energy_kcal_mol": 12.4,
  "total_charge": 0,
  "smiles": "O=C=O.O=CCl"
}

***

8.
{
  "formula": "C2HCsFO",
  "method": "ωB97M-V/def2-TZVPD",
  "symbols": ["H", "O", "C", "C", "Cs", "F"],
  "xyz": [[-0.95, -2.12, -0.23], [-0.43, -1.06, 0.34], [-1.57, -0.51, 0.11], [-2.44, -1.24, -0.45], [3.00, 0.36, 0.77], [-3.72, -1.44, -0.43]],
  "mulliken_charge": [0.4358, -0.4451, 0.1962, -0.0452, 0.9941, -0.1358],
  "energy_ha": -271.580011,
  "homo_lumo_gap_ev": [7.37, 7.69],
  "relative_energy_kcal_mol": 128.3,
  "total_charge": 1
}

***

9.
{
  "formula": "C2HCsO4",
  "method": "ωB97M-V/def2-TZVPD",
  "symbols": ["O", "C", "O", "O", "C", "O", "Cs", "H"],
  "xyz": [[-1.02, -0.27, 0.38], [2.10, -2.58, 0.36], [3.20, -2.83, 0.51], [0.72, 1.15, 0.18], [-0.49, 0.73, -0.21], [-1.17, 1.49, -0.94], [-4.38, 0.52, 0.18], [1.06, 1.79, -0.46]],
  "mulliken_charge": [-0.7296, 0.1986, -0.2031, -0.4269, 0.6476, -0.7507, 0.9617, 0.3023],
  "energy_ha": -397.924823,
  "homo_lumo_gap_ev": 6.45,
  "relative_energy_kcal_mol": 20.6,
  "total_charge": 0
}

***

10.
{
  "formula": "C2HF2IO",
  "method": "ωB97M-V/def2-TZVPD",
  "symbols": ["C", "C", "O", "F", "F", "I", "H"],
  "xyz": [[0.02, -0.67, 0.87], [-0.28, 0.36, -0.50], [0.77, -0.25, 1.66], [-1.25, 1.20, -0.26], [-0.63, -0.41, -1.56], [1.50, 1.50, -0.80], [-0.13, -1.73, 0.59]],
  "mulliken_charge": [-0.2545, 0.3887, -0.2364, -0.1430, -0.2053, 0.1085, 0.3421],
  "energy_ha": -649.303684,
  "spin_multiplicity": 3,
  "homo_lumo_gap_ev": [7.34, 6.87],
  "relative_energy_kcal_mol": 0.0,
  "total_charge": 0
}

***

11.
{
  "formula": "C2HF3N2",
  "method": "ωB97M-V/def2-TZVPD",
  "symbols": ["C", "C", "N", "N", "F", "F", "F", "H"],
  "xyz": [[-0.75, 0.61, 1.29], [0.44, -0.11, -0.78], [-1.28, 1.34, 1.94], [-0.24, -0.30, 0.42], [-0.33, -0.06, -1.92], [1.31, -1.05, -1.04], [1.01, 1.08, -0.82], [-0.16, -1.52, 0.92]],
  "mulliken_charge": [0.0765, 0.6920, -0.1014, -0.2525, -0.2545, -0.1554, -0.2117, 0.2070],
  "energy_ha": -485.682342,
  "spin_multiplicity": 3,
  "homo_lumo_gap_ev": [6.93, 8.87],
  "relative_energy_kcal_mol": 6.1,
  "total_charge": 0
}

***

12.
{
  "formula": "C2HF3O2",
  "method": "ωB97M-V/def2-TZVPD",
  "symbols": ["C", "C", "O", "O", "F", "F", "F", "H"],
  "xyz": [[-1.83, -0.82, -0.62], [1.93, -0.05, 0.53], [-2.81, -0.10, -0.82], [1.98, -0.66, -0.44], [-0.73, 0.03, -0.28], [1.78, -0.49, 1.74], [2.32, 1.16, 0.73], [-2.66, 0.93, -0.85]],
  "mulliken_charge": [0.0342, 0.7102, -0.1902, -0.3202, -0.2038, -0.1877, -0.1872, 0.3448],
  "energy_ha": -526.813705,
  "homo_lumo_gap_ev": 11.14,
  "relative_energy_kcal_mol": 68.6,
  "total_charge": 0
}

***

13.
{
  "formula": "C2HF3OS",
  "method": "ωB97M-V/def2-TZVPD",
  "symbols": ["C", "C", "O", "F", "F", "F", "S", "H"],
  "xyz": [[0.92, 0.25, -0.62], [-1.37, -0.24, 0.04], [3.11, 0.93, 0.40], [-1.32, -0.09, 1.33], [-2.35, 0.53, -0.45], [-1.54, -1.51, -0.27], [1.65, 0.93, 0.62], [0.90, -0.80, -1.05]],
  "mulliken_charge": [-0.2825, 0.5482, -0.4671, -0.1730, -0.2132, -0.1766, 0.4339, 0.3303],
  "energy_ha": -849.652172,
  "homo_lumo_gap_ev": [8.84, 8.85],
  "relative_energy_kcal_mol": 120.1,
  "total_charge": 0
}

***

14.
{
  "formula": "C2HFI2",
  "method": "ωB97M-V/def2-TZVPD",
  "symbols": ["C", "C", "F", "I", "I", "H"],
  "xyz": [[-0.72, -0.40, -0.12], [-0.04, 0.64, 0.19], [-0.26, 1.85, 0.33], [-0.11, -2.38, -0.22], [2.96, 0.45, -0.02], [-1.83, -0.14, -0.16]],
  "mulliken_charge": [-0.3151, -0.0106, -0.0911, 0.1978, -0.1289, 0.3479],
  "energy_ha": -771.924840,
  "homo_lumo_gap_ev": 6.86,
  "relative_energy_kcal_mol": 51.8,
  "total_charge": 0
}

***

15.
{
  "formula": "C2HFI2",
  "method": "ωB97M-V/def2-TZVPD",
  "symbols": ["C", "C", "F", "I", "I", "H"],
  "xyz": [[-0.31, -2.26, 0.71], [0.79, -1.99, 0.37], [2.02, -2.02, 0.04], [2.71, 1.71, -0.05], [4.16, -0.16, 0.01], [-1.28, -2.39, 0.70]],
  "mulliken_charge": [-0.1478, -0.0561, -0.1863, -0.0049, -0.0154, 0.4105],
  "energy_ha": -771.920457,
  "homo_lumo_gap_ev": 8.51,
  "relative_energy_kcal_mol": 54.5,
  "total_charge": 0,
  "smiles": "C#CF.II"
}

***

16.
{
  "formula": "C2HFN2O",
  "method": "ωB97M-V/def2-TZVPD",
  "symbols": ["C", "C", "H", "N", "N", "O", "F"],
  "xyz": [[-0.98, -0.07, -0.05], [0.98, 0.39, 0.06], [1.88, 0.94, 0.22], [-0.27, 1.00, -0.12], [1.05, -0.89, -0.10], [-0.40, -1.23, -0.01], [-2.25, -0.14, 0.00]],
  "mulliken_charge": [0.6840, -0.0302, 0.3833, -0.4381, -0.2306, -0.1559, -0.2124],
  "energy_ha": -361.372766,
  "homo_lumo_gap_ev": 11.87,
  "relative_energy_kcal_mol": 12.1,
  "total_charge": 0
}

***

17.
{
  "formula": "C2HFN3O",
  "method": "ωB97M-V/def2-TZVPD",
  "symbols": ["C", "C", "N", "N", "N", "O", "F", "H"],
  "xyz": [[-0.30, -1.14, -0.06], [0.31, 1.15, -0.04], [1.57, -0.71, 0.04], [1.56, 0.43, -0.04], [-0.77, 0.02, 0.09], [0.10, 2.27, -0.13], [-0.78, -2.29, -0.10], [-1.69, 0.28, 0.23]],
  "mulliken_charge": [0.4888, 0.3799, -0.0194, 0.1115, 0.0495, -0.1553, -0.0898, 0.2349],
  "energy_ha": -415.772808,
  "homo_lumo_gap_ev": 9.29,
  "relative_energy_kcal_mol": 14.7,
  "total_charge": 1
}

***

18.
{
  "formula": "C2HFO3",
  "method": "ωB97M-V/def2-TZVPD",
  "symbols": ["C", "C", "O", "O", "O", "F", "H"],
  "xyz": [[-2.41, -0.26, 0.02], [1.07, -0.38, 0.38], [-2.66, -1.31, -0.31], [1.46, -0.61, -0.64], [-2.13, 0.85, 0.22], [0.23, -1.13, 1.10], [1.26, 0.52, 0.94]],
  "mulliken_charge": [0.7123, 0.1706, -0.3095, -0.2796, -0.3973, -0.2199, 0.3234],
  "energy_ha": -402.422992,
  "homo_lumo_gap_ev": 12.81,
  "relative_energy_kcal_mol": 5.7,
  "total_charge": 0,
  "smiles": "O=C=O.O=CF"
}

***

19.
{
  "formula": "C2HGaO3",
  "method": "ωB97M-V/def2-TZVPD",
  "symbols": ["C", "O", "C", "O", "O", "Ga", "H"],
  "xyz": [[-1.10, 1.29, 0.01], [0.05, 0.72, -0.10], [0.21, -0.86, 0.01], [-0.81, -1.46, 0.13], [1.43, -1.02, 0.15], [2.09, 0.79, 0.12], [-1.86, 0.54, -0.32]],
  "mulliken_charge": [0.2285, -0.0396, 0.7044, -0.3694, -0.2123, 0.3663, 0.3222],
  "energy_ha": -2226.885603,
  "spin_multiplicity": 2,
  "homo_lumo_gap_ev": [8.17, 5.45],
  "relative_energy_kcal_mol": 0.0,
  "total_charge": 1
}

***

20.
{
  "formula": "C2HHgO3",
  "method": "ωB97M-V/def2-TZVPD",
  "symbols": ["O", "O", "O", "C", "C", "Hg", "H"],
  "xyz": [[0.21, -0.81, 1.16], [-0.62, 2.39, 0.97], [0.02, -0.35, -0.96], [-0.38, 1.33, 0.59], [0.19, 0.09, 0.22], [0.47, -0.96, -2.61], [0.11, -1.69, 0.63]],
  "mulliken_charge": [-0.3097, 0.0331, -0.6524, 0.5627, 0.5553, 1.4305, 0.3806],
  "energy_ha": -455.009504,
  "spin_multiplicity": 2,
  "homo_lumo_gap_ev": [4.87, 9.36],
  "relative_energy_kcal_mol": 4.9,
  "total_charge": 2
}